Record 1
Computed, not measured: C42H40N6OSSn as an isolated structure, with the ωB97M-V functional and the def2-TZVPD basis.

For the relative energy (zero: lowest compared OMol25 entry of this formula, charge and spin), the calculation gives 0.0 kcal/mol. For the frontier orbital gap, the calculation gives 6.1 eV. For the electronic energy, the calculation gives -2640.14984 a.u. The total charge is +2. Its molar mass is 795.6 g/mol.

Atoms and positions in Å:
C -3.1575 3.1267 3.5189
C -4.3579 3.2687 2.6233
C -1.0628 2.0332 4.0869
H -3.7563 4.6677 4.8735
H -3.7347 -4.3062 -0.5992
C 3.0895 1.0001 0.1887
H -4.9656 4.1176 2.9273
C 0.0833 2.9776 0.2769
H -0.3251 1.2732 3.8544
H -1.0833 5.4407 0.0773
S -3.6121 -1.6362 0.7567
C -2.4182 3.1691 -3.1406
C 4.4679 0.8788 -0.3690
C -1.2858 0.7173 -2.4553
H 6.5462 -5.5628 0.8403
H 0.0311 -5.7744 -0.9710
C 6.3818 -4.0236 -2.1767
H -5.1647 -3.0695 -2.2162
H -5.3973 -4.6836 -0.1594
H -2.8811 4.1105 -3.4008
C -0.0736 5.4601 0.4936
C 5.2284 -3.2852 -1.9847
H -1.0947 -3.3619 -0.3518
H -6.1540 -2.4552 -0.9015
H -0.4280 -1.1757 -3.0312
O -2.1217 -1.9413 0.7438
C 1.9563 4.3675 -0.5117
C -4.4521 -3.1964 1.1053
Sn 0.1184 -0.5491 0.7653
H -4.0759 3.4179 1.5789
C 2.6617 3.2738 -0.8449
H 3.6058 3.3648 -1.3652
C 3.4439 -1.1254 -0.3491
H 3.1435 1.3278 1.2345
N 0.8250 -2.6080 -0.3820
N 9.0155 -6.2187 -1.5077
H 5.5796 -0.8446 -1.0703
H 4.8552 -2.6610 -2.7869
N -2.2800 1.3364 2.1006
C -1.9192 1.4853 -1.4751
H 6.9144 -3.9766 -3.1152
H -1.8053 4.4273 6.3479
H 0.4317 6.3729 0.1927
C 3.2856 -2.5829 -0.5694
N -1.2310 2.9592 0.8220
C 0.7839 1.8114 0.0579
C -4.6718 -3.8759 -0.2400
N 2.5408 -0.3513 0.1546
H -1.7157 2.7671 -5.1309
C -5.1426 -2.7621 -1.1721
H -1.3986 -1.2435 -1.5709
C -4.1711 -1.5988 -0.9731
H 0.2475 -0.5257 -1.5671
C 6.8546 -4.8421 -1.1540
C 0.5616 -4.8515 -0.8155
C 2.0985 -3.2098 -0.5893
C 4.6829 -0.4030 -0.6706
C -1.8924 1.7367 0.8668
C -0.0434 -3.5658 -0.4997
H -0.0703 2.7319 5.8532
H 5.1666 1.6926 -0.4630
C -2.4965 2.7034 -1.8396
C -1.7665 2.4200 -4.1092
H -0.1818 5.4738 1.5834
H -0.7274 0.5987 -4.5147
C -0.6960 -0.6233 -2.1314
C 0.6636 4.2393 0.0803
C 1.8833 -4.6355 -0.8714
H 2.0029 1.4532 -1.5684
H 2.3341 5.3608 -0.7132
C 6.1709 -4.9246 0.0543
H 4.4785 -4.2481 1.1771
C -2.1651 2.1794 3.2586
H -3.2479 -1.7248 -1.5395
H -3.8230 -3.7306 1.8144
H -4.5835 -0.6165 -1.1879
H 2.6623 -5.3456 -1.0856
H -4.9888 2.3787 2.6600
C 2.1123 1.9295 -0.5737
C 8.0583 -5.6091 -1.3506
C 5.0126 -4.1874 0.2380
C -1.8985 3.7940 5.4774
H -3.0281 3.2788 -1.0978
H -5.3963 -2.9396 1.5872
C 4.5377 -3.3654 -0.7783
C -2.9992 3.9293 4.6450
H -3.0061 0.6298 2.1011
H -1.3710 3.5376 1.6419
C -0.9241 2.8446 5.2014
C -1.2149 1.2009 -3.7590
N -2.0592 0.9529 -0.1599



Record 2
Computed, not measured: C42H41MnN7O2PS as an isolated structure, with the ωB97M-V functional and the def2-TZVPD basis.

As for the multiplicity: 2. For the frontier orbital gap (spin up / spin down), the calculation gives 7.7 / 7.7 eV. For the electronic energy, the calculation gives -4049.29382 a.u. The total charge is +1. Its molar mass is 793.8 g/mol.

Atoms and positions in Å:
C 2.8074 -0.1857 -2.6805
H 0.5195 1.0998 -5.9665
C 2.8888 -3.5553 -0.8582
P -1.0852 1.8295 -1.3919
H 2.7518 -0.6708 -3.6465
C -1.8346 5.3752 0.4451
H 4.4825 -3.8165 -2.1201
C 0.0883 4.1717 -4.6272
C -3.1923 5.3465 0.7379
H -3.8001 -2.3723 -1.6601
H 4.3806 1.1858 -3.2104
C 0.2779 1.8635 -5.2369
N 2.2631 -1.3683 2.6346
C -1.7625 -1.3378 -0.5133
H -0.6041 -5.4092 1.8562
H -0.8952 -5.4406 -1.2019
C -2.6124 -0.6161 -1.5295
C 3.2072 -2.3090 2.7234
C 1.2046 0.6167 3.4432
C -1.2507 4.3184 -0.2368
H -1.4564 -4.1394 -0.1400
H 3.0420 2.7664 0.9273
C -2.4292 0.7058 -1.9677
C -3.9523 4.2540 0.3496
N 2.3154 -2.8038 0.0263
C -0.7391 -5.9126 0.8940
H -1.1241 1.7205 2.8893
H -0.3444 0.4456 -3.7576
H 0.5446 2.0707 0.5115
H -1.7030 -6.4216 0.9139
H 3.4546 0.7396 4.9588
H 4.3005 2.3210 -0.9943
C 4.2796 -2.2322 3.5931
C -2.2847 -2.8462 3.6143
C -0.5509 2.4618 -3.0391
H -5.3542 -1.4465 -3.3575
H 0.8094 3.4950 -6.5321
C -2.5798 -0.4781 3.5066
C -3.3699 3.2023 -0.3516
H 5.2423 -1.0080 5.0774
C 3.4173 -0.1455 4.3356
H 1.0044 2.8120 2.0543
H -5.0356 0.8859 -4.1569
H -0.1840 4.3316 -0.4211
H 0.0427 -6.6707 0.8014
H -0.5148 -3.5304 2.5796
H 0.1816 5.2220 -4.8748
H 5.0079 -3.0325 3.6168
C 2.7682 1.0274 -0.2403
C 0.6133 -4.2182 -0.3711
C -0.4042 3.8044 -3.3783
H -5.0097 4.2169 0.5858
C -4.3651 0.4616 -3.4185
C 2.6078 1.7753 1.0476
H -3.6524 6.1693 1.2709
C 2.3610 -0.3209 3.4587
H 0.4585 0.1830 4.1102
N 1.9514 -0.0047 -0.4517
O -0.6495 -0.7881 -0.2392
C -3.0285 -1.7208 3.9269
H -3.9484 -1.8078 4.4924
N 1.0096 -3.1760 0.2888
H 4.5706 -2.4696 -1.0760
H -1.2272 6.2160 0.7598
C 1.9555 -0.5688 -1.6637
H 3.0959 -3.1574 2.0600
S 1.8605 -4.8254 -1.4254
C -1.4075 -0.4058 2.7790
H 1.2204 -1.3509 -1.8147
C 0.4351 3.2061 -5.5578
H -2.6008 -3.8349 3.9180
O -2.2046 -2.3805 -0.0249
C -3.3245 1.2209 -2.9119
H -3.9845 2.3604 -0.6573
C -1.1265 -2.6865 2.8792
H -1.2569 1.0715 1.2436
C 1.1413 1.9306 1.4182
C 3.6638 1.4716 -1.2066
H -3.1305 0.4274 3.7338
Mn 0.7913 -1.1223 1.0982
C -4.5399 -0.8413 -2.9748
C -2.0161 3.2302 -0.6745
N 0.6068 0.7523 2.1105
C 3.6979 0.8481 -2.4397
H 3.1767 1.2946 1.8499
C -3.6723 -1.3632 -2.0358
N 4.1737 -3.3753 -1.2719
C 4.4021 -1.1170 4.4030
H -3.1905 2.2376 -3.2625
C -0.7022 -4.9139 -0.2663
H -0.6963 4.5768 -2.6858
H 1.4709 1.5887 3.8623
C -0.8552 0.8803 2.2409
C -0.2044 1.4972 -3.9902
N -0.6886 -1.4911 2.4832



Record 3
Computed, not measured: C42H41NO3P2SZn as an isolated structure at a distorted geometry, with the ωB97M-V functional and the def2-TZVPD basis.

For the relative energy (zero: lowest compared OMol25 entry of this formula, charge and spin), the calculation gives 65.0 kcal/mol. For the frontier orbital gap (spin up / spin down), the calculation gives 5.7 / 5.5 eV. For the electronic energy, the calculation gives -4765.39891 a.u. The total charge is 0. Its molar mass is 767.2 g/mol.

Atoms and positions in Å:
N -3.0106 -2.1455 0.8402
H -3.1324 6.2723 -3.4616
C 4.2801 1.7676 -1.3171
H 0.5827 2.0350 -1.4606
C 2.9819 1.3248 -1.9056
H 4.0045 2.0676 0.8274
H -2.8200 4.5591 -5.1995
O -1.6495 -0.6745 1.9537
H 0.2598 1.4831 -4.2725
C 2.6350 -3.6366 2.5311
H 4.5798 -0.2557 -3.4843
H -2.0791 2.2892 -4.6037
C -2.7376 -1.3294 1.8884
C 2.2762 -2.2910 2.5370
H 3.3923 -0.0599 1.4967
C 0.7318 1.1243 0.4098
C -6.1312 -1.5399 4.3792
H 1.1214 2.2696 6.7632
C -6.0054 -2.3186 3.2117
C 2.7977 0.0635 -2.5301
H -2.6912 5.7150 -1.0628
C -4.0273 -0.4514 3.9223
C 4.7960 -1.2079 -1.5529
H 1.5395 -2.0667 -0.6952
H 1.1146 2.1230 0.7128
C -2.1102 3.7015 -1.4797
H -1.6764 -3.0569 -4.5427
C -4.8647 -2.1733 2.4286
C -2.8126 5.2803 -3.1773
C 0.2303 1.1073 -0.9865
O -5.3164 -2.4329 -0.1744
H 4.3194 2.8715 -1.3069
H 2.5546 -1.6106 3.3405
H 3.0022 2.7454 5.2103
O -4.3103 -4.3572 1.0751
H -2.8082 0.9527 -0.0079
C 1.1486 0.7066 3.1836
H 3.0225 1.7787 2.9238
C -2.2123 3.0228 -3.8026
H 1.0874 -4.6441 -0.3366
H -3.2761 0.3116 4.1026
C -1.9299 2.6961 -2.4557
C -2.6361 4.3076 -4.1560
H 2.2904 2.1366 -2.1587
C -2.7158 0.3410 -0.9257
C 0.0634 0.4789 4.0698
C -2.5606 4.9708 -1.8414
H -2.5600 -0.7446 -0.6526
H 5.1075 -2.2523 -1.7016
C -0.1395 0.4642 -4.3141
C 3.9519 -1.1169 -0.3026
C 3.9718 -0.8270 -2.7829
C -1.6185 -1.2406 -3.4308
H -0.7578 0.8195 6.0322
H 5.7022 -0.5922 -1.4748
C 1.4333 -2.6036 0.3388
C 2.2610 -4.5067 1.5046
C 4.4310 1.2896 0.1857
H 5.5069 1.2158 0.3963
C 3.7606 0.0032 0.4429
H 1.9808 -0.0405 -3.2899
C 0.2728 -0.3950 -5.3417
C 1.1154 1.8486 5.7593
P 1.0624 -0.0506 1.5974
H 5.1709 1.4180 -1.9060
H -6.7999 -3.0100 2.9337
P -1.3817 1.0467 -1.8611
Zn 1.7425 -0.1945 -1.0443
H 3.5764 -1.6904 -3.3262
C -3.8833 -1.2798 2.8099
H 3.2250 -4.0219 3.3549
C 1.5383 -3.9840 0.4235
H -6.9875 -1.6565 5.0501
C 1.5330 -1.7440 1.4717
C -1.0635 0.0397 -3.3274
H 2.4519 -5.5856 1.5562
H -2.3455 -1.5855 -2.6894
H -3.6521 0.4239 -1.5520
H -5.2771 0.0428 5.6218
C -0.3004 -1.6561 -5.4387
H 1.0365 -0.0965 -6.0551
C -1.2313 -2.0661 -4.4937
H 3.7024 -2.1231 0.1099
H 0.0004 -2.3271 -6.2302
C 2.2014 1.5484 3.6071
H -0.7813 -0.1118 3.7219
C 2.1782 2.1032 4.8873
C 0.0611 1.0234 5.3436
H -1.8963 3.4866 -0.4283
S -4.4359 -2.9401 0.8573
C -5.1620 -0.5820 4.7272